1.
DFT (wB97M-V/def2-TZVPD) results for an isolated molecule of C3H3NO in a non-equilibrium geometry.

Each line ends with the Mulliken charge.
Atoms and positions in Å:
O: 1.220031 0.195569 -1.332833  -0.500
C: 0.194929 -0.965805 0.622747  -0.133
C: -0.489916 -0.099355 1.244824  -0.318
N: -0.734519 0.112715 -0.167647  -0.375
C: 0.139618 0.688889 -1.085811  0.182
H: 0.910495 -1.698766 0.289998  0.430
H: -0.963380 0.266780 2.133597  0.353
H: -0.277258 1.499974 -1.704875  0.360

Forces on atoms 1 to 6 (eV/Å):
-0.037 0.569 -0.118
-0.475 0.385 -0.214
0.261 -0.220 0.346
0.363 -0.967 -0.489
0.306 -0.090 -0.069
-0.455 0.066 0.160

## Properties
Kohn-Sham gap: 10.048 eV
energy above the lowest of the compared OMol25 structures with the same formula, charge and spin: 83.0 kcal/mol
LUMO level: 0.94 eV
HOMO energy: -9.112 eV
SMILES string: O=CN1C=C1


2.
DFT (wB97M-V/def2-TZVPD) results for the ion HN2O4 with charge +1 in a non-equilibrium geometry.

Each line ends with the Mulliken charge.
Atoms and positions in Å:
N: -0.207947 0.980682 0.393862  0.331
N: 0.012537 1.843831 1.101961  0.813
O: -0.168886 2.546582 1.967556  -0.327
O: -0.306819 -2.056455 -0.807018  -0.173
O: 0.246188 0.199496 -0.513806  -0.189
O: 0.632376 -1.317743 -0.263130  0.107
H: -0.207450 -2.196393 -1.879426  0.439

Forces on atoms 1 to 6 (eV/Å):
-0.585 -1.536 -0.227
0.233 -1.144 0.118
0.020 1.884 1.198
-0.058 -0.262 -2.005
0.238 1.387 -2.090
-0.322 -1.214 -0.166

## Properties
Kohn-Sham gap (spin up / spin down): 9.883 / 9.882 eV
energy above the lowest of the compared OMol25 structures with the same formula, charge and spin: 79.2 kcal/mol
LUMO level (spin up / spin down): -7.36 / -7.36 eV
HOMO energy (spin up / spin down): -17.245 / -17.245 eV
total charge: +1
SMILES string: O=[N+]=NOOO


| no. | DFT total energy (Ha) |
| --- | --- |
| 1 | -245.95923 |
| 2 | -410.34901 |